1.
The following is a quantum chemistry calculation of a 4-piece molecular cluster, C33H69N3O5P overall at a distorted geometry, from OMol25.

XYZ file:
```
111
Properties=species:S:1:pos:R:3:lowdin_spin:R:1
C 1.66 0.98 -6.09 0.0000
C 1.63 -0.01 -4.96 0.0000
O 0.63 -0.25 -4.43 0.0002
O 2.74 -0.69 -4.61 0.0000
C 3.91 0.09 -4.36 0.0000
C 4.37 0.02 -2.89 0.0000
C 3.29 -0.25 -1.85 0.0000
C 2.25 0.88 -1.55 0.0002
P 2.69 2.65 -2.06 0.0000
H 0.70 0.99 -6.58 0.0000
H 1.84 1.97 -5.70 0.0000
H 2.48 0.78 -6.77 0.0000
H 4.70 -0.33 -4.96 0.0000
H 3.83 1.13 -4.67 0.0000
H 5.05 -0.82 -2.84 0.0000
H 4.98 0.88 -2.68 0.0000
H 2.74 -1.11 -2.21 0.0000
H 3.73 -0.55 -0.91 0.0001
H 2.05 0.89 -0.48 0.0000
H 1.31 0.60 -2.03 0.0000
H 1.67 3.15 -1.19 0.0000
H 4.00 2.56 -1.52 -0.0001
H 2.30 2.39 -3.41 0.0000
H 3.01 4.02 -2.48 0.0000
C -3.05 -3.89 -2.37 0.0024
C -2.18 -2.76 -1.77 0.0269
C -1.05 -2.39 -2.74 0.0149
C 0.06 -3.44 -2.80 0.0008
C 0.58 -3.76 -1.40 0.0148
C -0.53 -4.14 -0.42 0.0271
N -1.65 -3.16 -0.43 0.3602
O -1.29 -2.11 0.21 0.5429
C -1.04 -5.56 -0.75 0.0020
C 0.06 -4.27 0.99 -0.0008
C -3.13 -1.57 -1.63 -0.0008
H -3.88 -3.49 -2.94 -0.0004
H -2.49 -4.53 -3.06 0.0000
H -3.48 -4.52 -1.59 0.0016
H -0.61 -1.44 -2.44 0.0024
H -1.47 -2.24 -3.74 0.0013
H -0.30 -4.35 -3.29 0.0003
H 0.87 -3.06 -3.42 0.0007
H 1.31 -4.56 -1.46 0.0013
H 1.12 -2.88 -1.02 0.0026
H -1.89 -5.82 -0.13 0.0014
H -0.26 -6.29 -0.56 -0.0004
H -1.33 -5.69 -1.79 0.0000
H 0.56 -3.36 1.30 -0.0006
H 0.80 -5.07 1.01 -0.0003
H -0.71 -4.50 1.72 0.0002
H -3.94 -1.79 -0.94 0.0003
H -3.56 -1.33 -2.60 -0.0003
H -2.62 -0.67 -1.29 -0.0006
C -6.68 0.38 -0.82 0.0024
C -6.17 1.03 0.49 0.0267
C -5.55 -0.04 1.40 0.0149
C -6.59 -0.96 2.05 0.0008
C -7.66 -0.14 2.77 0.0147
C -8.31 0.92 1.88 0.0272
N -7.28 1.75 1.18 0.3597
O -6.79 2.59 2.01 0.5438
C -9.24 0.25 0.86 0.0019
C -9.22 1.80 2.72 -0.0008
C -5.07 2.00 0.06 -0.0007
H -5.91 0.40 -1.59 -0.0004
H -6.95 -0.67 -0.70 0.0000
H -7.53 0.92 -1.23 0.0016
H -4.97 0.44 2.19 0.0025
H -4.84 -0.64 0.82 0.0013
H -7.05 -1.61 1.30 0.0003
H -6.09 -1.61 2.76 0.0007
H -8.44 -0.81 3.15 0.0013
H -7.21 0.34 3.64 0.0026
H -9.64 0.97 0.15 0.0014
H -10.09 -0.21 1.37 -0.0005
H -8.77 -0.56 0.29 0.0000
H -8.70 2.26 3.56 -0.0006
H -10.04 1.20 3.13 -0.0003
H -9.67 2.60 2.12 0.0002
H -5.48 2.78 -0.58 0.0003
H -4.31 1.46 -0.50 -0.0003
H -4.58 2.47 0.91 -0.0006
C 5.21 3.89 3.86 0.0023
C 4.91 2.77 2.84 0.0268
C 4.55 1.48 3.58 0.0150
C 5.76 0.80 4.23 0.0008
C 6.88 0.59 3.21 0.0149
C 7.26 1.87 2.47 0.0273
N 6.07 2.57 1.92 0.3629
O 5.67 1.95 0.87 0.5398
C 8.05 2.80 3.42 0.0019
C 8.25 1.53 1.36 -0.0008
C 3.69 3.25 2.07 -0.0007
H 4.31 4.46 4.10 -0.0004
H 5.59 3.51 4.81 0.0000
H 5.94 4.60 3.47 0.0015
H 4.09 0.77 2.88 0.0026
H 3.80 1.69 4.34 0.0013
H 6.12 1.38 5.08 0.0003
H 5.45 -0.17 4.64 0.0007
H 7.76 0.18 3.71 0.0013
H 6.56 -0.17 2.49 0.0027
H 8.25 3.76 2.95 0.0014
H 9.01 2.35 3.68 -0.0005
H 7.54 2.98 4.37 0.0000
H 7.86 0.79 0.67 -0.0006
H 9.17 1.13 1.79 -0.0003
H 8.51 2.43 0.79 0.0002
H 3.91 4.17 1.52 0.0003
H 2.87 3.46 2.75 -0.0003
H 3.33 2.51 1.36 -0.0006
```

**<S²>**: 3.7620
**Charge**: 0
**Highest occupied orbital energy (alpha / beta)**: -7.9 / -7.9 eV
**Multiplicity**: 4

2.
The following is a quantum chemistry calculation of a 2-piece molecular cluster, C3H8N2O2 overall, from OMol25.

XYZ file:
```
15
Properties=species:S:1:pos:R:3:nbo_charge:R:1
N -2.13 1.75 0.23 -1.1054
C -0.49 -1.01 0.15 0.8821
O -1.66 -1.20 0.43 -0.6419
N 0.04 0.02 -0.57 -0.6637
C 1.48 0.03 -0.50 -0.2399
C 1.76 -1.37 0.08 -0.0774
O 0.50 -1.86 0.53 -0.4915
H -2.49 0.79 0.27 0.3982
H -2.86 2.33 -0.17 0.3654
H -0.52 0.88 -0.58 0.4490
H 1.86 0.83 0.15 0.1870
H 1.94 0.16 -1.49 0.1988
H 2.44 -1.34 0.94 0.1907
H 2.16 -2.06 -0.66 0.1847
H -2.01 2.04 1.19 0.3639
```

**Charge**: 0
**Highest occupied orbital energy**: -9.7 eV
**Multiplicity**: 1

3.
The following is a quantum chemistry calculation of a 2-piece molecular cluster, C3H9OS overall at a distorted geometry, from OMol25.

XYZ file:
```
14
Properties=species:S:1:pos:R:3:nbo_charge:R:1
C 1.07 -1.13 0.16 -0.6290
C 1.11 0.36 -0.04 -0.4111
C 0.41 1.28 0.89 -0.5015
S -1.49 1.28 0.82 -0.8016
H 1.49 -1.78 -0.60 0.1945
H -0.01 -1.36 0.20 0.2311
H 1.35 -1.39 1.19 0.1898
H 2.17 0.67 -0.01 0.1638
H 0.83 0.62 -1.08 0.1897
H 0.65 2.30 0.62 0.1893
H 0.51 1.11 1.97 0.1950
H -3.21 -0.59 -0.85 0.4804
H -2.07 -0.38 -1.63 0.4817
O -2.81 -0.98 -1.64 -0.9721
```

**Charge**: -1
**Highest occupied orbital energy**: -2.5 eV
**Multiplicity**: 1

4.
The following is a quantum chemistry calculation of C20H23N4O9P2V as an isolated structure, from OMol25.

XYZ file:
```
59
Properties=species:S:1:pos:R:3:nbo_charge:R:1
V -0.05 0.22 -0.69 1.1317
C 2.09 -1.34 0.92 -0.2500
N 1.18 -0.31 1.44 -0.4312
C 1.91 0.93 1.71 -0.2638
C 2.43 1.57 0.44 0.2362
C 3.40 2.56 0.53 -0.2536
C 3.83 3.18 -0.62 -0.1554
C 3.31 2.77 -1.84 -0.2587
C 2.35 1.77 -1.84 0.0901
N 1.91 1.18 -0.73 -0.4903
C 0.46 -0.86 2.59 -0.2416
C -0.81 -0.16 3.02 0.2164
C -1.80 -0.90 3.65 -0.2507
C -2.98 -0.26 4.00 -0.1574
C -3.12 1.09 3.71 -0.2439
C -2.06 1.74 3.11 0.0677
N -0.92 1.14 2.78 -0.4331
C 1.32 -2.37 0.12 0.2072
C 1.56 -3.73 0.22 -0.2622
C 0.78 -4.59 -0.53 -0.1671
C -0.23 -4.07 -1.32 -0.2632
C -0.40 -2.70 -1.36 0.1242
N 0.38 -1.86 -0.67 -0.4779
H 2.63 -1.84 1.74 0.1792
H 2.82 -0.87 0.28 0.2339
H 2.76 0.77 2.39 0.1698
H 1.21 1.61 2.18 0.2823
H 3.78 2.84 1.51 0.2123
H 4.57 3.97 -0.58 0.2098
H 3.60 3.22 -2.78 0.2214
H 1.90 1.43 -2.77 0.2338
H 1.13 -0.98 3.46 0.1776
H 0.17 -1.88 2.29 0.2172
H -1.67 -1.96 3.81 0.2050
H -3.79 -0.82 4.46 0.2069
H -4.04 1.61 3.92 0.2176
H -2.14 2.79 2.85 0.2108
H 2.35 -4.09 0.88 0.2107
H 0.94 -5.66 -0.48 0.2083
H -0.89 -4.70 -1.90 0.2191
H -1.18 -2.23 -1.94 0.2373
O -3.92 -0.73 -1.54 -0.9936
P -3.22 0.29 -0.51 2.5615
O -4.18 0.82 0.51 -1.1748
O -1.96 -0.42 -0.04 -1.1785
O -2.82 1.51 -1.48 -1.1007
P -1.94 2.81 -0.98 2.5636
O -2.91 3.34 0.19 -1.0388
O -1.79 3.84 -2.02 -1.1173
O -0.70 2.17 -0.36 -1.1933
H -4.68 -0.31 -1.96 0.4951
H -3.47 2.61 0.52 0.5219
C 0.71 -1.03 -4.82 -0.2567
O 0.71 -0.95 -3.41 -0.6355
C -0.12 0.14 -2.83 0.3544
O -0.60 0.87 -3.66 -0.6354
H 1.04 -2.04 -5.08 0.1610
H 1.42 -0.32 -5.26 0.1546
H -0.27 -0.82 -5.25 0.1867
```

**<S²>**: 3.7610
**Charge**: -1
**Highest occupied orbital energy (alpha / beta)**: -3.4 / -4.8 eV
**Multiplicity**: 4

Relative energy (zero: lowest compared OMol25 entry of this formula, charge and spin), respectively: 26.9; 5.7; 15.3; 3.6 kcal per mole.